# 1
15
Properties=species:S:1:pos:R:3:nbo_charge:R:1 method="wB97M-V/def2-TZVPD" orbital_gap_ev=9.736 mol_weight_g_mol=96.1 smiles=C1[C@@H]2N[C@@H]2[C@@H]2N[C@H]12 e_tot_ev=-8289.979 lumo_ev=1.02 multiplicity=1 relative_energy_kj_mol=484.1 e_homo_ha=-0.3203
C 0.14 1.40 0.10 -0.448
C -1.27 0.48 -0.20 -0.054
N -1.63 -0.37 0.90 -0.596
C -1.12 -0.99 -0.49 -0.115
C 0.47 -1.07 -0.38 -0.104
N 1.21 -0.71 0.85 -0.633
C 1.07 0.28 -0.36 -0.089
H 0.34 2.08 -0.67 0.205
H 0.28 1.72 1.17 0.233
H -1.98 1.24 -0.52 0.200
H -1.01 -0.57 1.67 0.387
H -1.70 -1.48 -1.20 0.224
H 0.90 -1.61 -1.18 0.208
H 2.12 -1.21 0.89 0.363
H 2.17 0.81 -0.55 0.219



# 2
46
Properties=species:S:1:pos:R:3:nbo_charge:R:1 method="wB97M-V/def2-TZVPD" orbital_gap_ev="5.908 / 6.395" mol_weight_g_mol=943.5 s_squared=2.049 e_tot_ev=-295702.057 lumo_ev="-4.44 / -3.95" multiplicity=3 e_homo_ha="-0.3802 / -0.3802"
O 11.40 -5.47 -12.92 -0.340
V 12.33 -6.55 -12.26 1.657
O 8.94 -8.90 -6.71 -0.313
V 9.76 -7.63 -6.69 1.840
P 12.63 -8.99 -13.67 2.614
F 11.25 -8.04 -13.41 -0.533
F 13.33 -7.43 -13.92 -0.554
F 13.00 -8.59 -12.07 -0.554
F 14.00 -9.76 -13.75 -0.542
F 11.85 -10.25 -13.21 -0.539
F 12.38 -9.06 -15.17 -0.532
P 9.95 -7.16 -9.75 2.628
F 9.48 -8.64 -9.65 -0.543
F 8.94 -6.75 -8.43 -0.541
F 11.02 -7.44 -8.48 -0.568
F 10.42 -5.67 -9.80 -0.541
F 11.14 -7.58 -10.78 -0.547
F 8.89 -6.85 -10.85 -0.539
P 10.28 -4.59 -6.01 2.614
F 9.20 -5.89 -5.62 -0.579
F 10.97 -4.83 -4.61 -0.555
F 11.22 -5.84 -6.64 -0.598
F 11.30 -3.51 -6.48 -0.544
F 9.52 -4.52 -7.41 -0.567
F 9.27 -3.60 -5.35 -0.551
O 16.52 -9.93 -6.29 -0.501
C 15.64 -9.22 -6.64 0.675
O 15.73 -8.18 -7.47 -0.660
B 14.42 -7.57 -7.64 1.158
O 13.49 -8.35 -6.81 -0.705
C 14.17 -9.32 -6.16 0.684
O 13.74 -10.06 -5.38 -0.517
O 13.96 -7.55 -9.07 -0.571
C 13.68 -6.34 -9.38 0.762
O 13.16 -6.01 -10.44 -0.681
C 13.98 -5.38 -8.20 0.698
O 14.39 -6.15 -7.21 -0.627
O 13.79 -4.22 -8.23 -0.491
Br 6.04 -7.61 -8.87 -0.042
C 5.18 -7.58 -10.62 -0.427
C 4.20 -8.71 -10.70 -0.444
Br 3.20 -8.58 -12.37 -0.009
H 5.97 -7.61 -11.37 0.233
H 4.68 -6.62 -10.67 0.232
H 3.47 -8.70 -9.90 0.231
H 4.67 -9.69 -10.75 0.229



# 3
12
Properties=species:S:1:pos:R:3:nbo_charge:R:1 method="wB97M-V/def2-TZVPD" orbital_gap_ev=8.073 mol_weight_g_mol=133.1 e_tot_ev=-14773.646 lumo_ev=-0.86 multiplicity=1 relative_energy_kj_mol=644.4 e_homo_ha=-0.3283
C 2.31 -2.61 -1.34 0.540
C 1.28 -0.60 -1.55 0.288
N 2.74 -3.42 -0.70 -0.345
N -0.48 -0.07 0.87 -0.023
N 1.62 -0.05 -0.39 0.327
O 0.81 0.88 0.01 -0.400
O 2.65 -0.40 0.20 -0.516
O 1.87 -1.64 -2.08 -0.438
O -0.62 -1.05 0.16 -0.380
H 0.59 -0.09 -2.10 0.197
H -1.24 0.73 0.98 0.374
H 0.04 -0.28 1.68 0.377